No. 1
Here is 2 unconnected molecules or ions with the total composition CH2Br2S from the Open Molecules 2025 dataset. Energies are from ωB97M-V/def2-TZVPD.

The geometry in XYZ format:
```
6
Properties=species:S:1:pos:R:3:forces:R:3:mulliken_charge:R:1
Br 0.448 -2.229 0.082 -0.140 -0.013 -0.131 -0.0346
Br 3.630 0.822 0.100 0.017 0.076 0.012 0.0358
S 4.309 -1.162 -0.223 -0.012 -0.081 -0.009 -0.0452
C -0.010 -0.434 -0.051 -3.304 -0.835 0.982 -0.3370
H 0.778 0.175 0.172 1.983 1.610 0.164 0.1100
H -1.012 -0.120 0.407 1.456 -0.757 -1.018 0.2709
```
Positions in Å, forces in eV/Å.

Values from the calculation:
Multiplicity = 3
HOMO-LUMO gap (alpha / beta) = 8.561 / 6.611 eV
E = -151986.2778 eV
Energy relative to the best compared isomer or geometry (same formula, charge and spin) = 4.9 kcal/mol
Expectation value of S² = 2.0081
Total charge = 0

No. 2
Here is 15 unconnected molecules or ions with the total composition C25H80N20O15 from the Open Molecules 2025 dataset. Energies are from ωB97M-V/def2-TZVPD.

The geometry in XYZ format:
```
140
Properties=species:S:1:pos:R:3:forces:R:3:mulliken_charge:R:1
O -4.972 2.150 -2.910 -0.357 -0.745 0.517 -0.7782
O 1.851 -2.480 4.092 0.621 -0.108 -0.330 -0.7012
O 0.632 -4.867 -6.380 0.769 -0.219 -0.221 -0.5770
O -0.362 4.125 -1.307 -0.300 -0.027 -0.179 -0.6502
O 5.418 -4.122 0.521 0.735 0.958 -0.382 -0.5843
O 4.220 4.412 -3.016 -0.553 0.533 0.574 -0.7353
O -2.122 -1.919 4.187 1.059 -0.716 -0.124 -0.8593
O -4.068 -2.739 -4.514 0.292 0.537 0.772 -0.8064
O 0.681 2.232 3.824 -0.285 -0.092 0.388 0.5861
O -4.195 1.032 4.539 -0.503 -0.212 -0.227 -0.6949
O 0.333 -3.650 -0.974 0.420 0.088 0.626 -0.6871
O -3.190 -2.139 -0.498 0.070 0.987 0.445 -0.8660
O 0.130 -1.235 0.468 -0.065 0.640 0.684 2.1004
O 2.114 3.579 1.613 -0.772 0.090 0.849 -0.3585
O -0.776 0.642 -3.408 0.398 0.354 -0.281 -0.1702
N -0.011 -5.866 -0.985 0.835 -0.780 -0.015 -0.4339
N -4.869 -1.503 0.890 -1.103 0.154 0.011 -0.4176
N -0.843 1.778 -5.376 -0.598 0.707 -0.234 -0.2403
N 2.645 5.938 -2.404 -1.612 1.429 0.562 -0.3492
N -2.409 -1.583 -5.419 1.519 0.808 -2.266 -0.1797
N -2.587 4.743 -1.405 0.918 -0.656 0.441 -0.5090
N -1.977 0.993 4.050 -1.100 0.025 -0.196 0.0564
N -2.954 2.856 4.941 -0.392 1.838 0.616 -0.3257
N -3.295 1.532 -1.566 0.003 -0.169 0.234 0.1550
N -4.954 0.067 -1.931 -1.447 -0.767 -0.121 -0.0749
N -2.766 -0.940 1.428 0.787 -0.656 -1.838 0.4744
N -2.922 -3.848 3.398 0.408 -0.681 -0.459 -0.3381
N 1.936 -0.519 5.230 0.976 0.379 1.041 -0.3625
N -0.759 -3.355 3.003 1.372 0.217 -0.215 -0.0200
N 1.338 -0.503 3.092 0.400 0.255 -0.585 1.1350
N -1.555 -4.484 -0.011 0.947 0.073 0.595 -0.1708
N 2.159 3.722 -2.459 -1.989 -0.142 0.152 -0.0461
N -2.704 -1.380 -3.215 -0.177 -0.580 0.071 0.8750
N -1.568 4.366 0.563 -0.204 0.017 1.768 -0.2321
N 1.143 1.105 -4.587 0.629 -0.648 0.406 -0.4798
C -0.205 1.186 -4.345 -0.810 -0.516 -0.502 -0.0563
C -3.118 1.597 4.487 0.717 -0.700 0.057 0.6322
C -1.882 -2.992 3.596 -2.309 1.564 0.405 0.7186
C 0.682 -2.995 -4.880 0.022 0.177 0.070 -0.5297
C 0.406 -4.470 -5.023 -1.688 -0.575 -0.739 0.3524
C 3.417 -4.952 1.426 -0.434 0.771 0.283 -1.3041
C -0.343 -4.611 -0.613 -0.536 0.278 -1.564 0.6817
C -1.428 4.371 -0.753 -0.016 0.833 -1.726 0.4056
C 3.822 -2.386 1.055 0.137 -0.599 -0.595 -0.4577
C 3.078 4.685 -2.623 2.566 -1.170 -1.709 0.5817
C 0.760 3.272 4.790 2.391 0.674 -0.172 0.5843
C 1.789 -1.253 4.102 -1.703 -0.912 0.392 0.5656
C 3.862 4.351 0.188 0.973 -0.612 0.772 -1.9536
C 1.224 -0.005 -1.240 1.077 2.007 -0.928 0.4320
C -1.064 -4.821 -4.773 -0.369 0.157 1.066 -1.1346
C 3.820 1.937 1.077 -1.952 0.915 0.388 -1.2029
C -3.569 -1.527 0.518 -0.369 -1.157 1.051 0.9444
C -3.125 -1.950 -4.358 -1.261 -0.965 0.180 0.3831
C -0.097 1.206 0.567 1.617 -0.411 1.077 1.6309
C -4.477 1.289 -2.171 0.415 1.732 -1.052 0.4766
C 0.200 4.562 4.206 -0.123 0.280 1.081 -1.5801
C 0.055 -0.012 -0.298 -0.617 -1.405 -0.985 3.0340
C 3.009 3.170 0.598 1.149 -0.140 -1.308 2.2657
C 4.021 -3.833 0.532 -0.027 -0.973 1.528 0.6180
C 2.241 3.450 5.180 0.000 0.803 -0.115 -1.3517
H 1.411 -5.428 -6.337 0.034 0.016 -0.506 0.3740
H 1.541 0.344 -4.055 0.444 0.449 0.116 0.2688
H -3.333 -1.440 -2.434 0.549 -0.192 0.022 -0.1018
H -0.828 -0.114 -0.940 -0.115 0.093 0.043 -1.9163
H -0.593 4.368 3.484 -0.275 0.067 0.293 0.2027
H 2.591 4.208 2.166 0.008 0.017 -0.002 0.1634
H -2.485 4.450 0.962 0.148 -0.056 0.316 0.1656
H -2.882 0.780 -1.043 0.527 0.597 0.313 -0.0230
H -5.050 -1.464 1.879 -0.249 0.212 -0.077 0.2101
H 2.388 2.883 -0.254 -0.010 -0.005 0.278 -1.1608
H 3.597 -3.928 -0.471 0.054 0.097 -0.121 0.0438
H 1.018 -5.131 -4.403 0.130 0.474 0.367 0.3870
H -1.836 1.950 -5.369 0.048 -0.135 0.242 0.2799
H 2.156 -1.017 6.075 -0.134 0.027 -0.028 0.2475
H 2.389 4.269 5.888 -0.334 -0.124 0.280 0.4406
H 3.850 -4.995 2.428 0.371 0.483 -0.102 0.3963
H -4.533 -0.517 -1.232 -0.289 0.063 -0.088 -0.3952
H 2.975 1.249 1.162 0.663 -0.800 0.277 0.0924
H 4.692 -1.790 0.779 0.078 -0.079 -0.007 0.4236
H 2.968 -1.933 0.550 -0.148 -0.040 0.156 -0.1458
H 0.078 -2.808 3.142 0.190 -0.157 0.187 -0.3802
H 1.094 2.592 3.018 0.062 -0.065 -0.202 -0.4647
H 4.599 1.549 0.428 -0.006 0.191 -0.059 0.4680
H 3.174 6.789 -2.428 0.697 -0.489 -0.323 0.2279
H -1.797 -4.467 -5.498 0.510 0.318 -0.356 0.3468
H 2.339 2.738 -2.507 0.657 0.158 -0.197 -0.0173
H 0.934 -0.915 2.262 0.169 0.162 -0.255 -0.8096
H -0.751 4.344 1.148 0.000 -0.242 -0.044 0.0930
H -1.095 1.475 4.158 0.046 -0.673 -0.189 -0.1071
H 1.191 3.965 -2.276 0.216 -0.146 0.198 0.2750
H -0.703 -4.142 2.380 -0.089 0.010 0.030 0.0408
H 0.840 -5.976 -1.508 -0.025 0.051 0.069 0.2551
H 0.392 2.990 5.778 -1.313 -0.377 -0.597 0.5202
H -3.063 2.509 -1.549 0.601 -0.203 0.234 0.1187
H 2.191 0.290 -0.818 0.012 -0.837 0.725 -0.0871
H -2.125 -5.309 -0.057 -0.587 0.427 -0.012 0.2417
H 1.676 -2.768 -5.267 0.108 0.096 0.345 0.4158
H 2.830 3.793 4.327 0.163 -0.563 -0.172 0.1434
H 0.876 1.355 1.056 0.188 0.306 -0.349 -1.8128
H -2.572 -1.998 -6.319 -0.241 -0.202 0.220 0.2658
H 1.341 0.481 3.295 -0.397 0.078 -0.613 0.1372
H 1.429 0.346 5.288 0.066 -0.014 0.187 0.0569
H 3.620 -5.941 1.010 -0.372 0.018 -0.334 0.4101
H 4.414 4.672 1.082 -0.311 0.422 0.199 0.6470
H -0.338 1.941 -6.228 -0.007 0.061 0.014 0.1888
H 2.613 2.534 5.634 0.259 0.007 -0.254 0.3134
H -3.119 -0.521 2.269 0.243 -0.092 0.145 -0.0277
H -2.127 -0.015 4.008 1.066 -0.006 0.127 -0.0222
H -0.115 5.140 5.079 -0.572 0.246 -0.349 0.4232
H 3.678 -2.317 2.132 0.003 -0.217 0.011 0.1730
H 5.598 -5.058 0.419 -0.327 -0.104 -0.042 0.3261
H -1.233 -5.897 -4.715 0.265 -0.053 0.066 0.3661
H -0.027 -2.429 -5.483 0.001 -0.237 -0.180 0.1693
H -0.688 1.036 1.469 -0.899 0.111 -0.528 -0.0430
H -3.800 -3.689 3.855 0.055 -0.078 0.013 0.2455
H -1.828 -1.300 1.268 0.445 0.758 0.814 -0.9937
H -1.906 -3.536 -0.121 -0.810 -0.206 0.028 -0.1397
H 2.358 -4.783 1.632 -0.147 -0.269 -0.410 0.1318
H 4.142 2.182 2.090 0.486 -0.300 -0.051 0.3481
H -0.584 -6.681 -0.868 -0.102 0.139 0.117 0.1589
H 0.927 5.215 3.720 0.310 -0.398 -0.148 0.4389
H 1.145 0.843 -1.934 -0.659 -0.140 -0.031 -1.1695
H 0.402 -1.946 -0.139 -0.266 -0.279 0.064 -1.0753
H -1.869 -0.806 -3.228 -0.541 0.113 0.311 -0.1456
H -3.257 5.198 -0.816 -0.483 0.152 -0.631 0.1273
H -2.683 -4.697 2.916 -0.694 -0.238 0.212 0.1496
H -0.308 2.096 -0.021 -0.294 -0.123 0.164 -0.8264
H -5.893 -0.125 -2.236 0.156 -0.159 -0.073 0.2006
H 0.518 -2.659 -3.854 0.344 -0.046 0.095 -0.1149
H -5.560 -1.948 0.310 0.159 -0.153 0.040 0.2460
H -1.394 -4.373 -3.829 0.011 -0.146 0.120 0.0066
H 3.301 5.164 -0.265 0.208 -0.079 0.155 0.3917
H -1.580 -1.019 -5.357 -0.158 0.104 0.222 -0.0709
H 1.707 6.081 -2.066 0.002 -0.201 -0.021 0.1540
H -3.775 3.328 5.279 -0.047 -0.142 -0.115 0.2115
H -2.163 3.452 4.775 0.180 -0.349 -0.108 0.1266
H 4.702 4.004 -0.416 -0.399 0.170 -0.603 0.4594
H 1.319 -0.873 -1.891 -0.100 -0.283 0.353 0.3787
H 1.668 1.960 -4.675 0.117 -0.084 -0.087 0.2567
H -2.593 4.785 -2.409 -0.201 0.144 0.065 0.2299
```
Positions in Å, forces in eV/Å.

Values from the calculation:
HOMO-LUMO gap = 8.690 eV
E = -87747.1889 eV
Energy relative to the best compared isomer or geometry (same formula, charge and spin) = 10.6 kcal/mol
Total charge = 0